(1)
C2H3N | ωB97M-V/def2-TZVPD

XYZ file:
```
6
C2H3N | the Open Molecules 2025 dataset | ωB97M-V/def2-TZVPD
C 1.1026 0.0258 -0.0186
C -0.6208 -0.0038 -0.0012
N 2.2375 -0.0237 0.0524
H -0.8983 -0.7038 -0.7760
H -0.9059 1.0113 -0.2465
H -0.9151 -0.3058 0.9899
```

maximum force: 5.42 eV/A
frontier orbital gap: 12.8 eV
2S+1: 1

Mulliken atomic charge list, values in e, 5 entries: number 1, C, carries 0.1634; number 2, C, carries -0.6081; number 3, N, carries -0.3183; number 4, H, carries 0.2536; number 5, H, carries 0.2514

---

(2)
C2H3N | ωB97M-V/def2-TZVPD

XYZ file:
```
6
C2H3N | the Open Molecules 2025 dataset | ωB97M-V/def2-TZVPD
C -1.5651 0.0815 -0.0609
C 1.0379 0.0002 0.0002
N -2.7021 0.0261 0.0225
H 1.5146 -0.9283 -0.4150
H 0.8240 -0.0294 1.0016
H 0.8907 0.8499 -0.5484
```

maximum force: 4.29 eV/A
frontier orbital gap (spin up / spin down): 10.2 / 8.6 eV
2S+1: 3
expectation value of S²: 2.01

Mulliken atomic charge list, values in e, 5 entries: number 1, C, carries 0.1527; number 2, C, carries -1.0310; number 3, N, carries -0.1729; number 4, H, carries 0.2877; number 5, H, carries 0.3676

---

(3)
C2H3N2O | ωB97M-V/def2-TZVPD

XYZ file:
```
8
C2H3N2O | the Open Molecules 2025 dataset | ωB97M-V/def2-TZVPD
C 2.1098 0.6369 0.1236
C -0.0765 -0.0520 -0.0093
N 2.6514 -1.6783 -0.1992
N 2.6291 -0.5789 -0.0855
O 2.5389 1.7290 0.1730
H -0.2945 0.8875 0.5211
H 0.2346 -1.0912 0.3304
H -0.3765 0.1197 -1.0609
```

maximum force: 6.42 eV/A
frontier orbital gap: 8.1 eV
net charge: +1
2S+1: 1

Mulliken atomic charge list, values in e, 5 entries: number 1, C, carries 0.3623; number 2, C, carries -0.6827; number 3, N, carries -0.1304; number 4, N, carries 0.5463; number 5, O, carries -0.1901

---

(4)
C2H3N2O | ωB97M-V/def2-TZVPD

XYZ file:
```
8
C2H3N2O | the Open Molecules 2025 dataset | ωB97M-V/def2-TZVPD
C 0.8111 -0.3094 -1.0208
C 0.5299 0.0028 0.3682
N 0.5515 -0.4835 -2.1162
N -0.8900 0.1910 0.3579
O -1.5268 0.0167 -0.6225
H 0.8208 -0.8171 1.0481
H 1.0505 0.8982 0.7382
H -1.3470 0.5013 1.2473
```

maximum force: 2.04 eV/A
frontier orbital gap: 8.9 eV
net charge: +1
2S+1: 1

Mulliken atomic charge list, values in e, 5 entries: number 1, C, carries 0.2474; number 2, C, carries -0.2634; number 3, N, carries -0.2334; number 4, N, carries 0.4558; number 5, O, carries -0.1309

---

(5)
C2H3N2O2 | ωB97M-V/def2-TZVPD

XYZ file:
```
9
C2H3N2O2 | the Open Molecules 2025 dataset | ωB97M-V/def2-TZVPD
C 0.3014 -1.3621 0.1875
C -2.0013 0.6022 -0.0439
N 1.1791 -0.4410 -0.1720
N 2.0154 0.2487 0.6264
O 2.8679 0.9463 -0.0009
O -3.1407 0.4009 0.3131
H 0.3167 -1.4180 1.2986
H -1.6708 1.6736 -0.1842
H 1.2840 -0.2629 -1.1789
```

maximum force: 2.31 eV/A
frontier orbital gap (spin up / spin down): 7.6 / 5.3 eV
net charge: -1
2S+1: 1

Mulliken atomic charge list, values in e, 5 entries: number 1, C, carries -0.4519; number 2, C, carries 0.0471; number 3, N, carries 0.3193; number 4, N, carries -0.4166; number 5, O, carries -0.5915

---

(6)
C2H3N2O2 | ωB97M-V/def2-TZVPD

XYZ file:
```
9
C2H3N2O2 | the Open Molecules 2025 dataset | ωB97M-V/def2-TZVPD
C 2.7871 -0.5515 0.1492
C -0.0048 -0.1558 0.2052
N 3.2834 -1.5110 -0.2067
N 2.2546 0.5643 0.5578
O 2.3436 1.5840 -0.6399
O 0.8935 0.6188 1.0294
H 0.2940 -1.2582 0.1819
H -0.3355 0.1632 -0.7644
H -0.8702 -0.0942 0.8546
```

maximum force: 5.24 eV/A
frontier orbital gap (spin up / spin down): 4.1 / 8.6 eV
net charge: -1
2S+1: 3
expectation value of S²: 2.02

Mulliken atomic charge list, values in e, 5 entries: number 1, C, carries 0.4143; number 2, C, carries -0.6536; number 3, N, carries -0.6362; number 4, N, carries -0.2086; number 5, O, carries -0.4133

---

(7)
C2H3N2O2 | ωB97M-V/def2-TZVPD

XYZ file:
```
9
C2H3N2O2 | the Open Molecules 2025 dataset | ωB97M-V/def2-TZVPD
C -0.9432 -0.6019 0.9787
C 1.1204 0.6182 1.0531
N -1.9972 -0.8512 0.5020
N 0.1406 0.1224 0.5336
O 2.1219 1.0665 1.3649
O -3.1361 -1.1733 0.4461
H 1.3335 0.3185 -2.5752
H 1.1677 0.2462 -1.7643
H 0.1925 0.2545 -0.5390
```

maximum force: 5.75 eV/A
frontier orbital gap: 9.1 eV
net charge: +1
2S+1: 1

Mulliken atomic charge list, values in e, 5 entries: number 1, C, carries -0.0423; number 2, C, carries 0.6652; number 3, N, carries 0.5898; number 4, N, carries 0.0863; number 5, O, carries -0.0855

---

(8)
C2H3N2O3 | ωB97M-V/def2-TZVPD

XYZ file:
```
10
C2H3N2O3 | the Open Molecules 2025 dataset | ωB97M-V/def2-TZVPD
C 0.0143 1.0074 -0.1434
C -1.0278 0.0501 -0.0649
N 1.2320 0.7545 0.0229
N -2.2774 0.4281 -0.0362
O 2.3440 1.2551 -0.0590
O -2.6512 1.6045 0.2582
O -3.1558 -0.4187 -0.0910
H -0.4386 1.9750 -0.3761
H -0.8709 -1.0497 -0.0961
H 1.1378 -1.0142 0.7469
```

maximum force: 5.66 eV/A
frontier orbital gap (spin up / spin down): 7.1 / 6.1 eV
net charge: -1
2S+1: 3
expectation value of S²: 2.04

Mulliken atomic charge list, values in e, 5 entries: number 1, C, carries -0.0069; number 2, C, carries -0.5230; number 3, N, carries -0.1961; number 4, N, carries 0.8446; number 5, O, carries -0.5998

---

(9)
C2H3N2O8S | ωB97M-V/def2-TZVPD

XYZ file:
```
16
C2H3N2O8S | the Open Molecules 2025 dataset | ωB97M-V/def2-TZVPD
C -1.4004 0.6487 0.0007
C -0.2080 -0.3345 0.2193
N -0.7268 -1.5946 0.8937
N 0.3092 -0.9604 -1.1850
O -1.7543 -2.0486 0.4126
O -0.4921 -0.8390 -2.0726
O 1.2933 1.1230 -1.2252
O -0.0578 -2.1761 1.7249
O 1.3697 -1.5455 -1.2270
O 0.8616 2.4682 0.7830
O 2.9579 1.3325 0.5999
O 0.8249 0.0385 0.9412
S 1.5923 1.3444 0.1495
H -1.0259 1.3638 -0.6323
H -1.3924 1.1867 1.0215
H -2.1512 -0.0069 -0.4044
```

maximum force: 5.29 eV/A
frontier orbital gap: 8.9 eV
net charge: -1
2S+1: 1

Mulliken atomic charge list, values in e, 5 entries: number 1, C, carries -1.3868; number 2, C, carries 0.6989; number 3, N, carries 0.9770; number 4, N, carries 1.0313; number 5, O, carries -0.5904

---

(10)
C2H3N2OP | ωB97M-V/def2-TZVPD

XYZ file:
```
9
C2H3N2OP | the Open Molecules 2025 dataset | ωB97M-V/def2-TZVPD
C -0.8658 -0.0813 -0.0264
C -0.7017 1.2973 0.1653
N 0.2904 -0.6807 -0.3272
N 1.1473 0.1591 -0.4623
O 3.1540 -0.2814 0.3335
P 0.8843 1.7577 0.0104
H -1.7950 -0.5702 0.0271
H -1.7252 1.8152 0.3620
H 3.3547 -0.6027 -0.5223
```

maximum force: 5.28 eV/A
frontier orbital gap (spin up / spin down): 6.8 / 6.8 eV
2S+1: 1

Mulliken atomic charge list, values in e, 5 entries: number 1, C, carries -0.1206; number 2, C, carries -0.1186; number 3, N, carries -0.3367; number 4, N, carries 0.0964; number 5, O, carries -0.4851

---

(11)
C2H3N2P | ωB97M-V/def2-TZVPD

XYZ file:
```
8
C2H3N2P | the Open Molecules 2025 dataset | ωB97M-V/def2-TZVPD
C 1.3005 1.3453 0.1050
C 0.3309 -0.8381 0.1364
N -2.0248 0.9203 -0.1186
N 1.1040 0.1635 0.0388
P -1.4132 -0.4127 0.0054
H 1.5524 2.2465 -0.5925
H 0.8009 -1.7185 0.4042
H -1.6508 -1.7063 0.0213
```

maximum force: 4.16 eV/A
frontier orbital gap (spin up / spin down): 8.2 / 8.2 eV
2S+1: 1

Mulliken atomic charge list, values in e, 5 entries: number 1, C, carries -0.0499; number 2, C, carries -0.4030; number 3, N, carries -0.5442; number 4, N, carries -0.1055; number 5, P, carries 0.3943

---

(12)
C2H3N2P | ωB97M-V/def2-TZVPD

XYZ file:
```
8
C2H3N2P | the Open Molecules 2025 dataset | ωB97M-V/def2-TZVPD
C 0.4998 1.0089 -0.0508
C 1.7287 0.7671 0.1481
N -0.8842 0.7509 -0.0530
N -0.8024 -0.6534 0.1273
P 1.0436 -0.8867 0.0343
H -1.5553 1.3438 0.4114
H -1.3628 -1.1505 0.8381
H 1.3325 -1.1800 -1.4553
```

maximum force: 3.17 eV/A
frontier orbital gap: 7.9 eV
2S+1: 1

Mulliken atomic charge list, values in e, 5 entries: number 1, C, carries 0.3199; number 2, C, carries -0.3683; number 3, N, carries -0.2196; number 4, N, carries -0.3386; number 5, P, carries 0.0456

---

(13)
C2H3N2S2 | ωB97M-V/def2-TZVPD

XYZ file:
```
9
C2H3N2S2 | the Open Molecules 2025 dataset | ωB97M-V/def2-TZVPD
C -0.4397 -0.3780 0.0869
C 1.3727 -0.1166 -0.9637
N 0.2383 0.6088 -0.5375
N -1.6944 -0.3933 0.4729
S 3.7504 0.9173 0.3839
S 0.8282 -1.5734 -0.0449
H 0.1558 1.5275 -0.8930
H -2.1106 0.5318 0.4710
H -2.1007 -1.1240 1.0243
```

maximum force: 2.41 eV/A
frontier orbital gap (spin up / spin down): 6.9 / 7.1 eV
net charge: +1
2S+1: 1

Mulliken atomic charge list, values in e, 5 entries: number 1, C, carries 0.4108; number 2, C, carries -0.1302; number 3, N, carries 0.0357; number 4, N, carries -0.2819; number 5, S, carries 0.1000

---

(14)
C2H3N3 | ωB97M-V/def2-TZVPD

XYZ file:
```
8
C2H3N3 | the Open Molecules 2025 dataset | ωB97M-V/def2-TZVPD
C -1.1096 -0.1236 0.0092
C -0.0600 0.8071 -0.0282
H -2.2232 -0.1542 0.1368
H 0.0281 1.9333 -0.2053
H 2.0574 0.1047 0.2330
N 1.0546 0.0114 -0.0521
N 0.7740 -1.2466 -0.0141
N -0.5213 -1.3320 -0.0793
```

maximum force: 2.71 eV/A
frontier orbital gap: 10.8 eV
2S+1: 1

Mulliken atomic charge list, values in e, 5 entries: number 1, C, carries -0.2097; number 2, C, carries -0.2309; number 3, H, carries 0.3582; number 4, H, carries 0.3114; number 5, H, carries 0.2945

---

(15)
C2H3N3 | ωB97M-V/def2-TZVPD

XYZ file:
```
8
C2H3N3 | the Open Molecules 2025 dataset | ωB97M-V/def2-TZVPD
N -0.0110 0.8309 -0.0980
C 1.1290 0.0740 -0.3550
N 0.7457 -1.2074 -0.2613
N -0.5544 -1.2971 0.0800
C -1.0007 -0.0698 0.1218
H -0.1398 1.8330 -0.1671
H 1.8691 -0.3378 0.3865
H -2.0379 0.1743 0.2932
```

maximum force: 2.67 eV/A
frontier orbital gap: 10.6 eV
2S+1: 1

Mulliken atomic charge list, values in e, 5 entries: number 1, N, carries -0.1253; number 2, C, carries -0.1251; number 3, N, carries -0.2926; number 4, N, carries -0.3566; number 5, C, carries -0.0128

---

(16)
C2H3N3 | ωB97M-V/def2-TZVPD

XYZ file:
```
8
C2H3N3 | the Open Molecules 2025 dataset | ωB97M-V/def2-TZVPD
C 0.7197 -0.7838 -0.0328
C -1.5663 0.8738 -0.0053
N -0.4982 -1.2272 0.1227
N -1.2475 -0.2304 0.1125
N 1.0647 0.4129 0.2292
H 1.3359 -1.7185 -0.2594
H -1.7941 1.8824 -0.1318
H 1.9857 0.7908 -0.0352
```

maximum force: 5.27 eV/A
frontier orbital gap: 9.7 eV
2S+1: 1

Mulliken atomic charge list, values in e, 5 entries: number 1, C, carries 0.1288; number 2, C, carries -0.0611; number 3, N, carries -0.8630; number 4, N, carries 0.5056; number 5, N, carries -0.6265

---

(17)
C2H3N3 | ωB97M-V/def2-TZVPD

XYZ file:
```
8
C2H3N3 | the Open Molecules 2025 dataset | ωB97M-V/def2-TZVPD
C -0.9372 -0.5884 0.0824
C -0.3648 0.6408 -0.0595
H -2.0270 -0.6348 -0.0696
H -0.6879 1.5868 -0.1268
H 1.7233 0.8722 0.3552
N 0.9273 0.4104 -0.0885
N 1.2481 -0.8336 -0.0066
N 0.1180 -1.4534 -0.0866
```

maximum force: 4.86 eV/A
frontier orbital gap: 10.8 eV
2S+1: 1

Mulliken atomic charge list, values in e, 5 entries: number 1, C, carries -0.1944; number 2, C, carries -0.3145; number 3, H, carries 0.3140; number 4, H, carries 0.4802; number 5, H, carries 0.2912

---

(18)
C2H3N3 | ωB97M-V/def2-TZVPD

XYZ file:
```
8
C2H3N3 | the Open Molecules 2025 dataset | ωB97M-V/def2-TZVPD
N -0.4804 -1.1129 0.2967
C 0.4470 -0.7361 -0.4904
N 0.7863 0.6176 -0.6345
C -0.0216 1.2111 0.1684
N -0.9370 1.1812 0.9985
H -0.6366 -2.1162 0.3165
H 1.0523 -1.3982 -1.1123
H -0.2100 2.3536 0.4571
```

maximum force: 0.80 eV/A
frontier orbital gap: 8.9 eV
2S+1: 1

Mulliken atomic charge list, values in e, 5 entries: number 1, N, carries -0.5530; number 2, C, carries -0.0172; number 3, N, carries -0.6299; number 4, C, carries 0.6848; number 5, N, carries -0.3585

---

(19)
C2H3N3 | ωB97M-V/def2-TZVPD

XYZ file:
```
8
C2H3N3 | the Open Molecules 2025 dataset | ωB97M-V/def2-TZVPD
N -1.1901 0.8389 -0.5347
N -0.9781 -0.4130 -0.5378
C 0.0512 -1.0336 -0.2149
C 1.1155 0.2804 0.4929
N 0.5846 1.3830 0.5122
H -1.9554 1.0432 0.1199
H 0.1546 -2.1050 -0.4598
H 2.0749 -0.1287 0.8161
```

maximum force: 1.59 eV/A
frontier orbital gap (spin up / spin down): 9.7 / 9.7 eV
2S+1: 1

Mulliken atomic charge list, values in e, 5 entries: number 1, N, carries -0.4365; number 2, N, carries 0.1085; number 3, C, carries -0.2005; number 4, C, carries 0.0727; number 5, N, carries -0.4948

---

(20)
C2H3N3 | ωB97M-V/def2-TZVPD

XYZ file:
```
8
C2H3N3 | the Open Molecules 2025 dataset | ωB97M-V/def2-TZVPD
N 1.0741 -0.1082 -0.1171
N 0.5300 1.0388 0.2276
C -0.7633 0.7915 0.3167
C -1.0647 -0.6066 0.1533
N 0.1938 -1.1474 -0.0965
H 2.0739 -0.2562 -0.0964
H -1.4499 1.5942 0.5510
H -0.5938 -1.3061 -0.9386
```

maximum force: 0.37 eV/A
frontier orbital gap: 10.1 eV
2S+1: 1

Mulliken atomic charge list, values in e, 5 entries: number 1, N, carries 0.1239; number 2, N, carries -0.4036; number 3, C, carries -0.0591; number 4, C, carries -0.4958; number 5, N, carries -0.2475